(1)
Entry from OMol25: a 2-piece molecular cluster, C7H7ClN2 overall at a distorted geometry (wB97M-V/def2-TZVPD).

Values from the calculation:
Relative energy (zero: lowest compared OMol25 entry of this formula, charge and spin)   651.5 kJ/mol
E_HOMO   -7.7729 eV
SMILES   c1ccc2c(c1)N2.C=NCl
Spin multiplicity   1
Charge   0

The geometry in XYZ format:
```
17
Properties=species:S:1:pos:R:3:forces:R:3
C -1.7873 2.0946 -1.1698 1.4 -2.0 0.8
C -1.4627 1.1210 -2.0487 1.1 -1.4 0.9
C -1.2189 2.1212 0.1415 1.3 2.5 1.6
C -0.5226 0.0254 -1.7307 -1.4 2.3 0.1
C -0.3459 1.1254 0.4211 -1.1 -0.4 -1.9
C -0.0838 0.1070 -0.4880 0.2 1.3 1.7
C 0.9673 -4.0119 -1.1375 -1.0 -2.5 -0.6
N 0.5976 0.1331 0.7616 2.5 -0.2 1.3
N 1.3558 -3.0132 -0.5435 0.4 2.7 1.6
Cl 0.6491 -2.7233 1.0684 0.5 -1.1 -0.8
H -2.3480 2.8982 -1.4540 -1.6 1.9 -0.8
H -1.7850 1.1498 -3.0410 -0.7 0.1 -1.4
H -1.2230 3.1332 0.6889 -0.3 -1.9 -0.5
H -0.1236 -0.5100 -2.5144 0.7 -1.5 -1.4
H 0.3698 -4.8353 -0.7840 -0.6 0.0 0.7
H 1.2740 -4.1938 -2.1390 0.8 0.4 -0.9
H 1.6522 0.3473 0.8393 -2.1 -0.1 -0.5
```
Positions in Å, forces in eV/Å.

Atom charges from the natural (NBO) analysis, given in e for atoms 1 to 8:
1 C -0.210
2 C -0.198
3 C -0.274
4 C -0.274
5 C 0.136
6 C 0.154
7 C -0.066
8 N -0.553

(2)
Entry from OMol25: C7H7ClN2O in the gas phase at a distorted geometry (wB97M-V/def2-TZVPD).

Values from the calculation:
Relative energy (zero: lowest compared OMol25 entry of this formula, charge and spin)   0.0 kJ/mol
E_HOMO   -9.1090 eV
SMILES   O=C(CCl)Nc1ccccn1
Spin multiplicity   1
Charge   0

The geometry in XYZ format:
```
18
Properties=species:S:1:pos:R:3:forces:R:3
C -2.6885 0.6251 0.3226 0.4 -1.7 1.1
C -1.2732 0.9344 -0.0045 1.1 2.4 -1.5
C 0.9574 -0.1243 -0.0970 1.4 0.0 0.2
C 1.5874 -1.4015 -0.0739 0.4 2.1 0.5
C 2.9651 -1.4198 0.0932 -0.6 -0.3 -1.2
C 3.6494 -0.1997 0.0433 0.9 -0.4 0.8
C 2.9586 0.9902 0.0575 -1.5 -0.5 -0.6
H -2.7081 0.6858 1.3991 -0.5 0.2 0.4
H -3.3266 1.3210 -0.1183 -1.0 1.0 -0.7
H -0.8024 -0.9635 0.2610 -0.5 -0.6 -0.2
H 0.8983 -2.1945 -0.0994 -0.2 -1.5 -0.1
H 3.5358 -2.3574 0.0704 -0.4 0.4 0.2
H 4.7397 -0.2524 0.0992 -0.3 0.3 0.0
H 3.4229 1.9651 0.0698 0.2 0.0 0.1
N -0.4341 -0.1159 -0.1117 0.1 -0.7 0.5
N 1.5994 1.0197 -0.0229 1.0 0.2 0.1
O -0.9487 2.1019 -0.1959 -0.7 -1.2 0.4
Cl -3.2509 -1.0455 -0.0718 0.1 0.3 0.0
```
Positions in Å, forces in eV/Å.

Atom charges from the natural (NBO) analysis, given in e for atoms 1 to 8:
1 C -0.436
2 C 0.643
3 C 0.367
4 C -0.278
5 C -0.156
6 C -0.281
7 C 0.048
8 H 0.236

(3)
Entry from OMol25: a 2-piece molecular cluster, C7H7ClN3O2 overall at a distorted geometry (wB97M-V/def2-TZVPD).

Values from the calculation:
E_HOMO   -3.7185 eV
Spin multiplicity   1
Charge   -1

The geometry in XYZ format:
```
20
Properties=species:S:1:pos:R:3:forces:R:3
N 2.3306 -3.9024 -0.0597 -0.1 0.0 -0.3
C 1.3122 -3.3726 -0.0681 -2.1 1.1 1.1
C -0.0631 -2.6426 0.1532 1.6 -0.4 -0.8
Cl -1.1799 -3.8051 1.0321 0.6 0.6 -1.1
C 0.1466 -1.2743 0.9791 -1.5 -0.3 1.9
C -0.3001 -1.5830 2.4644 1.7 0.6 -1.9
N -0.4455 -1.8487 3.5718 -0.3 0.2 0.0
N 1.5333 -0.7768 0.9470 -1.2 0.8 -1.3
C 1.7558 -0.2012 -0.1494 0.8 -2.0 0.0
O 2.2205 -0.0151 -1.1992 -0.3 1.0 0.7
H -0.4521 -2.4190 -0.8843 0.1 -0.2 1.4
H -0.5247 -0.4464 0.5824 0.3 -0.7 -0.1
C -1.1118 3.3700 -0.5809 0.3 0.7 -0.3
C -0.4569 2.1577 -1.2757 -0.6 1.1 0.7
O -0.9230 1.0359 -0.6941 0.7 -1.5 0.0
H -0.8652 3.4074 0.4847 0.0 -0.2 -0.1
H -0.7515 4.3055 -1.0346 0.0 0.1 0.0
H -2.2011 3.3554 -0.6838 0.1 -0.2 0.0
H 0.6356 2.3533 -1.2259 0.3 -0.3 0.2
H -0.6595 2.3019 -2.3589 -0.3 -0.4 -0.2
```
Positions in Å, forces in eV/Å.

Atom charges from the natural (NBO) analysis, given in e for atoms 1 to 8:
1 N -0.322
2 C 0.268
3 C -0.268
4 Cl -0.010
5 C -0.184
6 C 0.289
7 N -0.356
8 N -0.577

(4)
Entry from OMol25: an isolated ion of composition C7H7ClO2PS and charge +1 at a distorted geometry (wB97M-V/def2-TZVPD).

Values from the calculation:
Relative energy (zero: lowest compared OMol25 entry of this formula, charge and spin)   186.1 kJ/mol
E_HOMO   -13.7817 eV
Spin multiplicity   1
Charge   +1

The geometry in XYZ format:
```
19
Properties=species:S:1:pos:R:3:forces:R:3
C 0.6534 0.3469 2.4974 1.1 -0.6 1.6
C -0.7008 0.2962 2.3688 -3.7 1.0 -0.6
C 1.4401 -0.2267 1.5995 -1.1 -0.2 -2.5
C -1.2920 -0.0675 1.0979 0.3 -1.0 1.7
C 0.9497 -0.6632 0.3270 1.7 -2.5 -1.5
C -0.4194 -0.5048 0.0825 -2.6 1.7 1.2
C 1.5786 -1.4804 -0.6453 1.0 2.5 0.6
O -0.9123 -0.6352 -1.1593 -0.1 -0.3 -0.7
O 0.3071 1.6091 -1.6392 -0.1 -0.6 -0.3
P -0.5561 0.5787 -2.2241 -0.5 1.5 0.3
S -2.5006 1.1654 -2.6861 -0.5 -2.1 0.4
Cl 0.2204 -0.4332 -3.7443 -0.1 -0.1 -0.2
H 1.1867 0.5866 3.3963 -0.5 0.7 0.5
H -1.3204 0.7222 3.2543 0.8 -1.1 -1.9
H 2.4277 -0.1247 1.7657 3.4 -0.5 0.3
H -2.3919 -0.2202 1.0028 1.1 0.7 -0.2
H 2.6695 -1.7400 -0.6761 -1.2 0.0 0.6
H 1.0672 -1.6253 -1.6076 0.0 -0.5 0.8
H -2.4068 2.4160 -3.0102 0.9 1.3 -0.3
```
Positions in Å, forces in eV/Å.

Atom charges from the natural (NBO) analysis, given in e for atoms 1 to 8:
1 C -0.255
2 C 0.003
3 C -0.038
4 C -0.281
5 C -0.212
6 C 0.462
7 C 0.007
8 O -0.769

(5)
Entry from OMol25: C7H7F2N3O2S in the gas phase at a distorted geometry (wB97M-V/def2-TZVPD).

Values from the calculation:
Relative energy (zero: lowest compared OMol25 entry of this formula, charge and spin)   10.4 kJ/mol
E_HOMO (spin up / spin down)   -8.3102 / -9.1353 eV
Spin multiplicity   1
Charge   0

The geometry in XYZ format:
```
22
Properties=species:S:1:pos:R:3:forces:R:3
C -2.6758 0.6570 0.1685 -2.9 3.1 -1.0
C -3.5708 -0.3729 -0.1142 2.4 2.4 0.8
C -1.6268 -1.1617 0.0660 0.0 -2.0 0.4
C -4.9954 -0.1314 -0.1923 -2.5 -1.4 0.8
C 0.8727 -1.5032 0.7854 2.4 0.1 0.0
C 2.8487 -0.3108 -0.3348 3.3 0.6 0.0
C 1.6729 -1.1613 -0.4769 -2.2 -0.9 -0.4
N -1.4215 0.1838 0.1894 -1.5 -0.1 -0.2
N -2.8880 -1.5203 -0.0935 0.1 -1.1 -0.6
N -0.2756 0.7702 0.2732 0.9 3.0 1.3
O -5.7159 -1.3312 0.0226 0.4 2.4 -0.8
O -5.5370 0.9405 -0.2702 0.6 -1.0 0.0
F 0.8171 -0.6251 -1.4031 0.3 -0.1 -0.5
F 2.0631 -2.3420 -1.0609 0.2 -0.6 0.2
S -0.6310 -2.1926 0.9615 0.8 -0.7 0.0
H -2.9545 1.7411 0.1172 0.7 -1.2 0.2
H 1.6477 -1.7890 1.5174 -0.9 0.0 0.2
H 3.3185 -0.1611 -1.3496 -1.0 0.4 0.9
H 3.7707 -0.7166 0.1924 -1.6 -0.3 -0.2
H 2.6063 0.5771 0.2326 -0.1 0.5 -0.5
H -5.0720 -2.0096 -0.1670 0.4 -0.9 0.1
H -0.4818 1.7784 0.6438 0.4 -2.2 -0.6
```
Positions in Å, forces in eV/Å.

Atom charges from the natural (NBO) analysis, given in e for atoms 1 to 8:
1 C -0.080
2 C -0.030
3 C 0.104
4 C 0.760
5 C -0.441
6 C -0.692
7 C 0.641
8 N -0.149

(6)
Entry from OMol25: C7H7F2NO in the gas phase at a distorted geometry (wB97M-V/def2-TZVPD).

Values from the calculation:
Relative energy (zero: lowest compared OMol25 entry of this formula, charge and spin)   310.5 kJ/mol
E_HOMO   -8.5052 eV
SMILES   NC(=O)/C(F)=C/C=C\C=C\F
Spin multiplicity   1
Charge   0

The geometry in XYZ format:
```
18
Properties=species:S:1:pos:R:3:forces:R:3
C 1.8313 -1.4066 0.2750 -2.4 4.1 -2.7
C 1.7980 -0.4180 -0.6694 2.4 -0.9 -0.5
C 0.7260 -1.8645 1.0486 -2.4 -0.5 -1.1
C 0.6448 0.3488 -1.1016 -1.1 -2.2 -1.3
C -1.3508 1.5814 -0.5585 -0.6 -0.5 -0.2
C -0.5950 -1.8021 0.7133 2.5 -1.4 1.1
C -0.0739 0.9642 -0.1991 1.3 1.8 0.1
N -1.9507 2.4156 0.3628 0.2 -0.6 -1.0
O -1.8233 1.2443 -1.6266 -0.7 0.3 0.3
F -1.4988 -2.5546 1.4140 0.5 1.0 -0.8
F 0.5321 1.2664 0.9669 -0.9 0.1 0.6
H 2.7266 -1.7335 0.6102 2.9 -1.2 0.5
H 2.7310 -0.1692 -1.2476 -0.7 -0.4 0.9
H 1.1444 -2.5361 1.7313 -0.6 -0.9 1.8
H 0.1202 0.1454 -2.0827 0.9 0.4 1.1
H -0.8566 -1.3264 -0.2218 -1.1 -0.2 0.4
H -1.2788 3.1168 0.6228 -0.2 0.5 0.7
H -2.8265 2.7281 -0.0374 0.1 0.5 0.2
```
Positions in Å, forces in eV/Å.

Atom charges from the natural (NBO) analysis, given in e for atoms 1 to 8:
1 C -0.183
2 C -0.211
3 C -0.331
4 C -0.247
5 C 0.597
6 C 0.259
7 C 0.277
8 N -0.807

- Which of these has the highest charge?
  C7H7ClO2PS